{"formula": "C6H10", "method": "ωB97M-V/def2-TZVPD", "elements": ["C", "C", "C", "C", "C", "C", "H", "H", "H", "H", "H", "H", "H", "H", "H", "H"], "coordinates": [[2.787702, -1.169109, 0.615997], [2.313828, -0.178409, 0.114872], [1.407016, 0.658411, -0.641486], [0.030072, 0.761403, 0.085778], [-0.952977, -0.286292, -0.423146], [-2.299414, -0.271486, 0.298021], [3.242621, -1.700336, 1.405194], [1.477414, 0.029004, -1.540696], [1.774114, 1.629876, -0.977963], [-0.402279, 1.766694, -0.021542], [0.172987, 0.618908, 1.169796], [-0.479029, -1.271398, -0.316163], [-1.101515, -0.117483, -1.497674], [-2.181051, -0.478889, 1.368937], [-2.970629, -1.033156, -0.114842], [-2.793627, 0.704417, 0.201079]], "forces_ev_per_a": [[0.1, 1.0, 0.5], [0.2, -0.4, 0.4], [0.0, -0.1, -0.2], [0.0, 0.0, -0.2], [0.0, -0.1, -0.1], [0.0, 0.0, 0.0], [0.3, -0.7, 0.0], [-1.3, 0.4, -0.4], [0.3, 0.0, 0.5], [0.2, -0.2, -0.2], [0.1, 0.0, -0.4], [-0.1, 0.1, -0.1], [0.0, -0.1, 0.1], [0.0, 0.0, -0.2], [0.1, 0.2, 0.1], [0.1, -0.2, 0.0]], "nbo_charge": [-0.281, 0.018, -0.499, -0.380, -0.393, -0.605, 0.231, 0.249, 0.235, 0.202, 0.210, 0.203, 0.194, 0.203, 0.212, 0.201], "total_charge": 0, "e_homo_ev": -9.797, "smiles": "C#CCCCC"}

{"formula": "C6H10", "method": "ωB97M-V/def2-TZVPD", "elements": ["C", "C", "C", "C", "C", "C", "H", "H", "H", "H", "H", "H", "H", "H", "H", "H"], "coordinates": [[-1.076291, 0.413381, 1.897051], [-0.478275, 0.125263, 0.556717], [-0.757544, -0.922033, -0.216384], [0.327954, -1.143429, -1.229084], [1.154992, 0.165226, -1.245662], [0.507943, 1.044299, -0.147542], [-1.823638, 1.208814, 1.824808], [-1.556470, -0.484953, 2.300254], [-0.318564, 0.736604, 2.623544], [-1.468269, -1.715441, 0.000595], [0.888455, -1.868458, -0.641294], [0.098997, -1.608992, -2.193638], [2.186737, -0.102217, -0.999312], [1.200992, 0.694458, -2.205386], [-0.088296, 1.847891, -0.600534], [1.248605, 1.529553, 0.498442]], "forces_ev_per_a": [[-0.1, 0.1, 0.0], [-0.2, 0.0, -0.2], [0.1, 0.0, 0.2], [0.2, -0.2, 0.1], [0.0, 0.0, 0.1], [0.0, 0.1, 0.0], [0.0, 0.0, 0.1], [0.0, 0.2, -0.1], [-0.1, 0.0, -0.2], [0.0, 0.2, 0.1], [0.6, -0.5, -0.6], [-0.2, 0.3, 0.1], [-0.1, 0.3, 0.0], [-0.2, -0.3, 0.1], [0.2, 0.1, 0.1], [-0.1, -0.2, 0.1]], "nbo_charge": [-0.636, 0.010, -0.201, -0.433, -0.398, -0.432, 0.215, 0.217, 0.214, 0.204, 0.205, 0.211, 0.203, 0.208, 0.206, 0.206], "total_charge": 0, "e_homo_ev": -8.506, "smiles": "CC1=CCCC1"}

{"formula": "C6H10", "method": "ωB97M-V/def2-TZVPD", "elements": ["C", "C", "C", "C", "C", "C", "H", "H", "H", "H", "H", "H", "H", "H", "H", "H"], "coordinates": [[-0.700453, 0.125872, -1.505912], [-0.764899, -0.058989, 0.014985], [-0.539855, -1.532177, 0.382881], [0.245786, 1.470976, 1.247609], [1.378630, 0.898600, 0.670735], [2.167973, 0.239993, 0.046936], [-1.535658, -0.454379, -1.953234], [0.216027, -0.253447, -1.977880], [-0.845492, 1.163325, -1.806369], [-1.687027, 0.298694, 0.408956], [-0.567934, -1.706118, 1.458490], [-1.375010, -2.119834, -0.055946], [0.381602, -1.972568, -0.021430], [0.188498, 2.544422, 0.965537], [0.290841, 1.353585, 2.351457], [3.146977, 0.002042, -0.226820]], "forces_ev_per_a": [[0.1, 0.3, 0.4], [-0.6, 0.4, 0.4], [0.1, 0.4, 0.3], [-0.2, -1.0, -0.8], [0.8, -0.3, -0.3], [0.9, 0.2, 0.1], [0.3, 0.2, 0.4], [-0.1, 0.1, 0.4], [0.0, 0.0, 0.0], [-0.8, 0.0, 0.1], [0.0, 0.0, 0.0], [0.3, 0.5, 0.1], [-0.1, 0.5, 0.1], [-0.8, -0.8, -0.1], [-0.9, -0.2, -0.7], [0.8, -0.5, -0.4]], "nbo_charge": [-0.669, 0.011, -0.668, -0.502, -0.011, -0.377, 0.227, 0.227, 0.222, 0.188, 0.222, 0.227, 0.227, 0.225, 0.225, 0.224], "total_charge": 0, "e_homo_ev": -8.104}

{"formula": "C6H10", "method": "ωB97M-V/def2-TZVPD", "elements": ["C", "C", "C", "C", "C", "C", "H", "H", "H", "H", "H", "H", "H", "H", "H", "H"], "coordinates": [[-2.336761, 0.252776, 0.470129], [-1.493593, 1.282618, 0.350677], [-0.234108, 1.357350, -0.404826], [0.524413, 0.383385, -0.916291], [0.626057, -1.055582, -0.510297], [1.806192, -1.035381, 0.487134], [-2.145556, -0.737722, 0.068534], [-3.292690, 0.394170, 0.964018], [-1.809543, 2.239154, 0.769020], [0.118393, 2.371320, -0.582795], [1.376213, 0.688893, -1.526090], [0.831574, -1.701655, -1.371841], [-0.274325, -1.447578, -0.032358], [1.424454, -0.995612, 1.510398], [2.390295, -0.117971, 0.350262], [2.488992, -1.878163, 0.374321]], "forces_ev_per_a": [[0.0, 0.1, 0.0], [-0.2, -0.1, 0.0], [0.0, 0.0, -0.2], [0.0, 0.2, 0.1], [-0.1, 0.0, 0.0], [0.1, -0.1, 0.1], [0.0, 0.2, 0.0], [0.1, -0.1, 0.1], [0.0, -0.2, 0.0], [-0.2, -0.1, -0.2], [-0.1, 0.1, 0.1], [0.1, 0.2, 0.1], [0.2, 0.1, -0.1], [0.1, -0.1, -0.1], [0.0, -0.3, 0.0], [-0.1, -0.1, 0.1]], "nbo_charge": [-0.382, -0.219, -0.263, -0.127, -0.453, -0.598, 0.187, 0.198, 0.201, 0.205, 0.193, 0.212, 0.211, 0.214, 0.210, 0.209], "total_charge": 0, "e_homo_ev": -8.553, "smiles": "C=C/C=C\\CC"}

{"formula": "C6H10", "method": "ωB97M-V/def2-TZVPD", "elements": ["C", "C", "C", "C", "C", "C", "H", "H", "H", "H", "H", "H", "H", "H", "H", "H"], "coordinates": [[-1.971855, -1.458252, -1.165324], [-1.259394, -0.380489, -0.805493], [-0.583460, -0.119013, 0.469887], [0.792435, 0.366472, 0.594723], [1.701859, -0.324463, 1.260567], [1.127532, 1.554614, -0.208506], [-2.013710, -2.395646, -0.578356], [-2.505606, -1.550365, -2.078239], [-1.276002, 0.404592, -1.612989], [-0.757212, -1.013695, 1.122195], [-1.214881, 0.769521, 0.924346], [2.755538, -0.236612, 1.440365], [1.529126, -1.216390, 1.722127], [2.213357, 1.512057, -0.593562], [1.042986, 2.383673, 0.508739], [0.419288, 1.703995, -1.000480]], "forces_ev_per_a": [[1.0, -0.6, 1.5], [-0.8, 0.0, -2.9], [-2.6, 0.5, 2.7], [1.6, -1.2, -1.1], [0.7, 0.6, -0.2], [2.0, 0.9, 0.4], [0.0, 0.8, 0.1], [-0.2, 0.4, -0.8], [0.2, -0.4, 1.1], [0.2, 0.8, -0.3], [0.8, -1.6, -0.5], [0.6, 1.5, -0.7], [-1.7, -2.4, 1.2], [-1.8, 0.2, 0.5], [0.1, 0.3, -0.5], [-0.1, 0.2, -0.5]], "nbo_charge": [-0.392, -0.170, -0.472, 0.029, -0.412, -0.647, 0.185, 0.198, 0.193, 0.224, 0.217, 0.198, 0.183, 0.227, 0.225, 0.214], "total_charge": 0, "e_homo_ev": -9.179, "smiles": "C=CCC(=C)C"}

{"formula": "C6H10", "method": "ωB97M-V/def2-TZVPD", "elements": ["C", "C", "C", "C", "C", "C", "H", "H", "H", "H", "H", "H", "H", "H", "H", "H"], "coordinates": [[2.208446, 0.629490, -0.224892], [1.440255, -0.200651, 0.399782], [0.401487, -1.086459, -0.354930], [-0.890435, -1.124384, 0.247733], [-1.797748, 0.123116, -0.061318], [-1.359647, 1.422312, -0.040453], [2.787949, 1.533630, 0.789755], [2.191099, 0.853376, -1.337841], [1.386208, -0.074434, 1.432542], [0.402720, -0.800017, -1.460362], [0.825574, -2.062104, -0.359250], [-1.685493, -1.805480, -0.328325], [-0.886248, -1.345270, 1.232997], [-2.748151, 0.191370, -0.211697], [-0.235402, 1.578487, 0.477558], [-2.040619, 2.167011, -0.201295]], "forces_ev_per_a": [[2.5, 4.5, 1.6], [-2.3, -1.2, -2.0], [3.6, 1.0, -1.8], [-6.8, 1.0, -4.5], [7.5, 3.3, 1.9], [4.6, -4.1, 2.7], [-1.3, -2.7, -3.9], [0.5, -0.2, 1.7], [-0.2, -0.6, 1.7], [-0.2, -0.1, 1.5], [0.3, -1.2, 0.1], [2.4, 0.0, 1.4], [-0.1, -0.8, 3.2], [-6.0, -1.4, -1.2], [-3.3, 0.2, -2.0], [-1.3, 2.2, -0.4]], "nbo_charge": [-0.346, -0.228, -0.446, -0.425, -0.177, -0.393, 0.168, 0.215, 0.202, 0.215, 0.220, 0.215, 0.215, 0.179, 0.198, 0.187], "total_charge": 0, "e_homo_ev": -9.474}

{"formula": "C6H10", "method": "ωB97M-V/def2-TZVPD", "elements": ["C", "C", "C", "H", "H", "H", "H", "C", "C", "C", "H", "H", "H", "H", "H", "H"], "coordinates": [[0.383471, -1.944810, -0.435395], [0.321462, -1.149439, 0.469039], [1.176095, -0.816208, 1.964560], [0.381437, -2.717557, -1.152990], [0.489789, -0.435399, 2.716760], [1.559633, -1.781011, 2.268128], [1.951450, -0.095841, 1.714349], [-1.068216, 0.410627, 0.383918], [-0.706356, 1.385196, -0.523946], [-0.320629, 1.125006, -1.935580], [-1.041026, 0.696908, 1.437646], [-1.943324, -0.196040, 0.170250], [-0.528101, 2.384459, -0.153179], [-0.986147, 0.407651, -2.418322], [-0.353110, 2.035277, -2.530751], [0.683572, 0.691180, -1.974488]], "forces_ev_per_a": [[0.0, -0.6, -0.4], [3.0, 0.2, 4.1], [-2.3, -0.4, -3.1], [-0.1, -0.1, -0.5], [0.0, 0.1, -0.2], [0.2, 0.0, -0.1], [-0.1, -0.1, 0.0], [-1.6, 2.6, -0.3], [0.3, -1.0, 1.0], [-1.1, 0.0, -0.4], [-0.3, 0.2, -0.2], [0.9, -1.0, -0.3], [0.8, 0.0, 0.3], [0.0, -0.1, 0.0], [0.2, 0.1, -0.1], [0.1, 0.1, 0.1]], "nbo_charge": [-0.300, -0.042, -0.569, 0.232, 0.211, 0.223, 0.223, -0.421, -0.154, -0.662, 0.197, 0.218, 0.186, 0.212, 0.215, 0.231], "total_charge": 0, "e_homo_ev": -7.373, "smiles": "C#CC.C=CC"}

{"formula": "C6H10", "method": "ωB97M-V/def2-TZVPD", "elements": ["C", "C", "C", "C", "C", "C", "H", "H", "H", "H", "H", "H", "H", "H", "H", "H"], "coordinates": [[1.917097, -0.140166, -0.026369], [0.441201, -0.272117, 0.335310], [-0.401457, -1.055232, -0.698261], [-1.818904, -0.545660, -0.757796], [-1.756791, 0.619386, 0.089024], [-0.331688, 1.047422, 0.454266], [2.474224, 0.413902, 0.737136], [2.042336, 0.387708, -0.979849], [2.389046, -1.123925, -0.128384], [0.365319, -0.791636, 1.301629], [-0.073221, -0.807604, -1.723428], [-0.318065, -2.143895, -0.610888], [-2.147727, -0.244263, 0.751638], [-2.564919, 1.355553, 0.113491], [0.023560, 1.773939, -0.291789], [-0.240016, 1.526584, 1.434264]], "forces_ev_per_a": [[0.0, 0.0, 0.0], [-0.1, 0.0, 0.0], [0.0, -0.1, -0.1], [0.3, 0.2, 0.1], [-0.1, 0.1, -0.1], [0.0, 0.0, 0.0], [-0.1, -0.1, -0.1], [-0.1, -0.1, 0.1], [-0.1, 0.1, 0.0], [0.0, 0.0, -0.1], [0.1, 0.0, 0.0], [0.0, 0.1, -0.1], [0.1, 0.2, 0.4], [0.1, -0.2, -0.2], [-0.1, -0.1, 0.1], [-0.1, -0.1, -0.1]], "nbo_charge": [-0.599, -0.229, -0.546, 0.044, -0.479, -0.431, 0.210, 0.202, 0.211, 0.196, 0.245, 0.232, 0.284, 0.235, 0.208, 0.217], "total_charge": 0, "e_homo_ev": -8.324}

{"formula": "C6H10", "method": "ωB97M-V/def2-TZVPD", "elements": ["C", "C", "C", "C", "C", "C", "H", "H", "H", "H", "H", "H", "H", "H", "H", "H"], "coordinates": [[-0.433965, 1.868072, 0.756668], [-0.495726, 0.371473, 0.533728], [1.401179, -0.947139, 0.804736], [0.994288, -1.724668, -0.348093], [-0.051059, -1.419155, -1.128808], [-0.727858, -0.097868, -0.881593], [-1.387283, 2.314013, 0.437906], [0.357832, 2.337108, 0.165473], [-0.289765, 2.131591, 1.809087], [-1.203477, -0.106367, 1.223174], [2.298724, -0.340597, 0.599981], [0.484134, -0.207944, 1.178283], [1.604125, -2.605792, -0.562826], [-0.369674, -2.047479, -1.954777], [-0.369642, 0.658156, -1.597560], [-1.811834, -0.183406, -1.035379]], "forces_ev_per_a": [[0.1, 0.0, 0.0], [-0.1, 0.0, -0.2], [-0.1, 0.2, -0.3], [-0.2, 0.1, 0.0], [0.1, -0.1, 0.0], [0.0, 0.1, 0.0], [0.1, -0.1, 0.0], [-0.1, -0.1, 0.1], [0.0, -0.1, -0.2], [0.2, 0.0, -0.1], [-0.2, 0.0, 0.1], [0.1, -0.2, 0.2], [-0.1, 0.2, 0.1], [0.1, 0.1, 0.1], [0.0, -0.1, 0.1], [0.1, 0.0, 0.0]], "nbo_charge": [-0.631, -0.173, -0.353, -0.261, -0.262, -0.462, 0.222, 0.216, 0.221, 0.217, 0.177, 0.207, 0.237, 0.208, 0.206, 0.231], "total_charge": 0, "e_homo_ev": -7.387}

{"formula": "C6H10", "method": "ωB97M-V/def2-TZVPD", "elements": ["C", "C", "C", "C", "C", "C", "H", "H", "H", "H", "H", "H", "H", "H", "H", "H"], "coordinates": [[-1.986845, 0.057576, -0.855064], [-1.369028, -1.028021, -0.006477], [0.094343, -1.018397, 0.022205], [1.548251, -1.065280, 1.098615], [0.834669, 0.073850, 0.742508], [1.598579, 1.129367, -0.122328], [-3.031905, 0.315345, -0.630814], [-2.083889, -0.207023, -1.958319], [-1.511657, 1.056589, -0.942425], [-1.752368, -1.324727, 0.980163], [0.512171, -1.204119, -0.973452], [1.603413, -1.393329, 2.132814], [0.132352, 0.680960, 1.348279], [2.121354, 1.761345, 0.601799], [0.953363, 1.653148, -0.810990], [2.337200, 0.512712, -0.626508]], "forces_ev_per_a": [[-1.5, -0.5, -2.8], [3.8, 1.9, 2.7], [-1.1, -1.7, -2.3], [-0.8, -1.4, -0.3], [0.2, 3.3, 0.8], [-0.4, -1.6, 0.1], [0.2, -0.6, 0.5], [0.3, -0.1, 1.1], [0.5, -0.8, 0.7], [-0.7, 0.4, -0.6], [0.0, 0.8, 0.0], [-0.9, -0.2, 0.2], [0.4, -0.4, 0.9], [-0.3, 0.1, -0.3], [0.0, 0.4, -0.1], [0.2, 0.4, -0.5]], "nbo_charge": [-0.691, -0.049, -0.245, -0.257, -0.299, -0.578, 0.235, 0.237, 0.233, 0.197, 0.224, 0.162, 0.187, 0.220, 0.202, 0.224], "total_charge": 0, "e_homo_ev": -7.148}

{"formula": "C6H10", "method": "ωB97M-V/def2-TZVPD", "elements": ["C", "C", "C", "C", "C", "C", "H", "H", "H", "H", "H", "H", "H", "H", "H", "H"], "coordinates": [[-0.814880, -0.438394, -0.831353], [-1.690511, 0.394477, -1.383189], [-0.007357, 0.058524, 0.425733], [0.986213, -0.838473, -0.093916], [2.309612, -0.196677, -0.321875], [-0.871901, 0.049668, 1.698274], [-1.009006, -1.499313, -0.845627], [-1.380740, 1.360219, -1.765949], [-2.554267, -0.066432, -1.851253], [0.237460, 1.117581, 0.198252], [3.094302, -0.917802, -0.552542], [2.223393, 0.400114, -1.239367], [2.575738, 0.436489, 0.522158], [-0.604229, 0.929282, 2.274328], [-1.924274, 0.009530, 1.455675], [-0.569555, -0.798797, 2.310646]], "forces_ev_per_a": [[-1.3, -0.3, 1.6], [0.7, -0.2, -2.2], [0.0, 1.2, -1.7], [1.3, -1.0, 1.8], [-0.4, -0.1, -1.2], [1.1, -1.0, -0.2], [-0.3, 0.0, 0.4], [-0.5, 0.5, 0.9], [0.0, 0.2, -0.2], [0.2, 0.0, 0.4], [-0.1, -0.1, 0.2], [0.1, 0.4, 0.1], [0.1, 0.2, 0.0], [-0.2, 0.2, 0.0], [-0.2, 0.1, 0.1], [-0.3, -0.2, 0.0]], "nbo_charge": [-0.175, -0.356, -0.368, 0.094, -0.742, -0.585, 0.227, 0.202, 0.201, 0.168, 0.223, 0.238, 0.210, 0.220, 0.225, 0.220], "total_charge": 0, "e_homo_ev": -7.579}

{"formula": "C6H10", "method": "ωB97M-V/def2-TZVPD", "elements": ["C", "C", "C", "C", "C", "C", "H", "H", "H", "H", "H", "H", "H", "H", "H", "H"], "coordinates": [[2.711957, 0.331844, -0.217096], [1.563221, 0.099030, 0.375885], [0.314547, -0.219364, 0.406095], [-0.712291, -0.557385, -0.652561], [-1.055253, -0.514393, 0.813680], [-1.977013, 0.588880, 1.263372], [2.966396, 1.320214, -0.590992], [3.409232, -0.474792, -0.428382], [-1.103753, 0.248439, -1.274142], [-0.683612, -1.521151, -1.156564], [-1.212491, -1.493173, 1.260712], [-1.712796, 1.526787, 0.762155], [-3.008260, 0.336704, 0.994380], [-1.916390, 0.742712, 2.342024], [1.570582, -0.122832, -1.927071], [0.845921, -0.291522, -1.971492]], "forces_ev_per_a": [[0.2, 0.1, 0.5], [-0.2, -0.1, -0.5], [0.2, 0.0, -0.3], [-0.3, -0.1, 0.0], [-0.2, -0.1, 0.2], [-0.1, 0.1, 0.1], [0.0, 0.0, 0.3], [0.0, 0.1, 0.3], [0.1, -0.1, 0.2], [0.1, 0.1, 0.2], [0.0, 0.1, 0.1], [0.0, -0.1, 0.1], [0.1, 0.1, 0.1], [-0.1, 0.1, 0.0], [-0.2, -0.1, -0.6], [0.3, 0.0, -0.7]], "nbo_charge": [-0.476, 0.099, -0.105, -0.426, -0.226, -0.597, 0.220, 0.220, 0.219, 0.224, 0.224, 0.212, 0.211, 0.215, 0.000, -0.014], "total_charge": 0, "e_homo_ev": -9.055, "smiles": "C=C=C1C[C@@H]1C.[H][H]"}